{
  "formula": "C6H13NO",
  "method": "ωB97M-V/def2-TZVPD",
  "elements": ["C", "C", "C", "C", "C", "N", "C", "O", "H", "H", "H", "H", "H", "H", "H", "H", "H", "H", "H", "H", "H"],
  "xyz": [[-1.385, 0.552, 0.368], [1.102, -0.532, -1.096], [-1.950, -0.234, 1.520], [0.922, 1.892, 0.057], [1.061, -2.010, -0.823], [-1.210, -0.094, -0.806], [0.471, 0.502, 0.468], [0.855, -0.107, 1.448], [-1.141, 0.566, -1.581], [-1.672, 1.606, 0.353], [2.096, -0.116, -0.928], [0.780, -0.246, -2.096], [-1.583, 0.168, 2.465], [-3.041, -0.180, 1.516], [-1.639, -1.274, 1.449], [0.471, 2.204, -0.882], [2.006, 1.891, -0.053], [0.657, 2.590, 0.854], [1.816, -2.534, -1.419], [0.086, -2.442, -1.040], [1.299, -2.202, 0.226]],
  "nbo_charge": [-0.0614, -0.4261, -0.6375, -0.6588, -0.6463, -0.4245, 0.5495, -0.5989, 0.3436, 0.1906, 0.1818, 0.1826, 0.2284, 0.2221, 0.2356, 0.2169, 0.2393, 0.2204, 0.2074, 0.2116, 0.2239],
  "homo_energy_ev": [-7.88, -7.88],
  "e_above_lowest_kj_mol": 505.8,
  "spin_multiplicity": 1,
  "orbital_gap_ev": [7.3, 7.3],
  "total_charge": 0,
  "total_energy_ha": -366.24125,
  "e_lumo_ev": [-0.578, -0.578]
}



{
  "formula": "C6H13NO",
  "method": "ωB97M-V/def2-TZVPD",
  "elements": ["H", "N", "C", "C", "C", "C", "O", "H", "H", "H", "H", "H", "H", "H", "H", "C", "C", "H", "H", "H", "H"],
  "xyz": [[-0.309, 1.909, -2.456], [-0.477, 1.746, -1.464], [-0.648, 0.540, -1.151], [-0.941, 0.112, 0.264], [0.141, 0.873, 1.264], [-2.354, 0.549, 0.649], [-0.874, -1.269, 0.389], [-0.642, -0.294, -1.870], [1.074, 0.334, 1.394], [-0.353, 0.897, 2.232], [0.339, 1.916, 1.058], [-2.547, 0.277, 1.682], [-2.465, 1.624, 0.531], [-3.077, 0.033, 0.015], [0.088, -1.577, 0.284], [2.400, -0.655, -0.508], [1.902, -1.888, -0.411], [2.990, -0.224, 0.285], [2.150, 0.004, -1.325], [2.205, -2.555, 0.384], [1.396, -2.351, -1.247]],
  "nbo_charge": [0.3420, -0.6352, 0.1274, 0.1896, -0.6339, -0.6094, -0.7332, 0.1542, 0.2044, 0.2049, 0.2279, 0.2165, 0.2244, 0.2143, 0.4884, -0.3282, -0.4762, 0.1981, 0.2028, 0.2107, 0.2103],
  "homo_energy_ev": -9.59,
  "e_above_lowest_kj_mol": 248.5,
  "spin_multiplicity": 1,
  "orbital_gap_ev": 10.6,
  "smiles": "[H]/N=C/C(C)(C)O.C=C",
  "total_charge": 0,
  "total_energy_ha": -366.33926,
  "e_lumo_ev": 0.994
}



{
  "formula": "C6H13NO",
  "method": "ωB97M-V/def2-TZVPD",
  "elements": ["C", "C", "C", "N", "C", "C", "C", "O", "H", "H", "H", "H", "H", "H", "H", "H", "H", "H", "H", "H", "H"],
  "xyz": [[-3.059, 0.447, -1.566], [-1.514, 0.799, -1.144], [-1.063, -0.231, 0.005], [0.171, 0.311, 0.639], [0.999, -0.873, 1.115], [2.411, -0.388, 1.562], [3.185, -0.062, 0.358], [2.645, 0.702, -0.401], [-3.109, -0.012, -2.603], [-3.578, -0.109, -0.851], [-3.464, 1.377, -1.738], [-1.509, 1.757, -0.686], [-0.911, 0.866, -1.985], [-1.944, -0.188, 0.762], [-0.990, -1.243, -0.485], [0.741, 0.853, -0.133], [0.455, -1.379, 2.007], [1.143, -1.605, 0.303], [2.291, 0.369, 2.375], [2.824, -1.124, 2.303], [4.278, -0.267, 0.162]],
  "nbo_charge": [-0.6079, -0.3904, -0.2193, -0.6582, -0.2051, -0.5552, 0.4250, -0.5335, 0.1998, 0.2028, 0.2043, 0.1938, 0.1959, 0.1822, 0.1716, 0.3979, 0.2035, 0.1689, 0.2623, 0.2231, 0.1386],
  "homo_energy_ev": -8.79,
  "e_above_lowest_kj_mol": 289.2,
  "spin_multiplicity": 1,
  "orbital_gap_ev": 9.6,
  "smiles": "CCCNCCC=O",
  "total_charge": 0,
  "total_energy_ha": -366.32375,
  "e_lumo_ev": 0.780
}



{
  "formula": "C6H13NO",
  "method": "ωB97M-V/def2-TZVPD",
  "elements": ["C", "C", "C", "C", "C", "O", "N", "C", "H", "H", "H", "H", "H", "H", "H", "H", "H", "H", "H", "H", "H"],
  "xyz": [[1.062, 0.448, -2.449], [0.974, 1.198, -1.133], [0.918, 0.340, 0.153], [-0.510, 0.146, 0.660], [-0.912, 1.304, 1.564], [-0.167, 1.953, 2.265], [-0.726, -0.993, 1.579], [-1.296, -2.201, 1.017], [1.317, 1.139, -3.258], [0.110, 0.027, -2.774], [1.846, -0.303, -2.471], [0.099, 1.855, -1.162], [1.855, 1.833, -1.027], [1.492, 0.897, 0.889], [1.355, -0.644, -0.023], [-1.262, 0.158, -0.131], [-1.988, 1.588, 1.645], [0.147, -1.101, 2.057], [-0.563, -3.020, 0.978], [-1.617, -2.104, -0.020], [-2.134, -2.518, 1.641]],
  "nbo_charge": [-0.6100, -0.3912, -0.4323, -0.1489, 0.4467, -0.5434, -0.6212, -0.4130, 0.2113, 0.2012, 0.2041, 0.1954, 0.2048, 0.2348, 0.2039, 0.1982, 0.1130, 0.3708, 0.1870, 0.1933, 0.1957],
  "homo_energy_ev": -8.89,
  "e_above_lowest_kj_mol": 170.3,
  "spin_multiplicity": 1,
  "orbital_gap_ev": 9.9,
  "smiles": "CCC[C@H](C=O)NC",
  "total_charge": 0,
  "total_energy_ha": -366.36904,
  "e_lumo_ev": 0.980
}